[1]
{"formula": "C19H29N3O", "method": "ωB97M-V/def2-TZVPD", "species": ["C", "C", "C", "C", "C", "C", "C", "C", "C", "C", "C", "N", "C", "O", "N", "C", "C", "N", "C", "C", "C", "C", "C", "H", "H", "H", "H", "H", "H", "H", "H", "H", "H", "H", "H", "H", "H", "H", "H", "H", "H", "H", "H", "H", "H", "H", "H", "H", "H", "H", "H", "H"], "positions_angstrom": [[-5.67029, -1.14916, 1.57680], [-5.55899, -0.19943, 0.65446], [-6.76843, 0.44142, 0.03669], [-4.24454, 0.28285, 0.19592], [-4.03274, 1.62613, -0.10455], [-2.79344, 2.05011, -0.54090], [-1.75394, 1.15000, -0.69662], [-1.93709, -0.19378, -0.39836], [-0.82752, -1.21680, -0.60994], [-0.69704, -2.17167, 0.58184], [-1.14647, -2.01371, -1.88205], [0.47115, -0.58554, -0.83057], [1.07728, 0.20500, 0.11184], [0.67656, 0.30915, 1.25513], [2.17107, 0.92014, -0.33561], [2.93008, 1.64452, 0.66727], [4.11918, 0.81089, 1.14812], [4.95252, 0.48002, 0.00711], [6.25611, -0.05737, 0.33696], [6.27840, -1.42010, 1.03866], [4.19881, -0.29758, -0.95343], [3.01925, 0.54891, -1.44690], [-3.18740, -0.60859, 0.03815], [-4.81065, -1.58573, 2.05497], [-6.63166, -1.50581, 1.90691], [-6.92718, 1.43520, 0.45462], [-7.65756, -0.15261, 0.23259], [-6.63877, 0.54570, -1.03922], [-4.82955, 2.34364, 0.01863], [-2.63197, 3.09426, -0.76762], [-0.79809, 1.51173, -1.04497], [-1.57693, -2.79937, 0.67873], [0.17069, -2.81103, 0.43407], [-0.55807, -1.59884, 1.49338], [-2.08881, -2.54113, -1.76618], [-1.23450, -1.34644, -2.73844], [-0.36015, -2.74003, -2.07715], [0.66262, -0.37431, -1.79630], [3.28916, 2.57383, 0.21612], [2.26191, 1.86671, 1.49930], [3.72832, -0.08612, 1.65747], [4.71087, 1.38973, 1.85982], [6.81971, -0.12681, -0.59895], [6.75319, 0.68114, 0.97274], [5.74059, -1.37707, 1.98245], [7.30684, -1.70663, 1.24225], [5.82697, -2.18610, 0.41255], [3.79866, -1.23278, -0.52164], [4.85004, -0.54836, -1.79415], [3.40884, 1.47273, -1.88811], [2.47156, 0.00136, -2.21309], [-3.36665, -1.65210, 0.24496]], "smiles": "C=C(C)c1cccc(C(C)(C)NC(=O)N2CCN(CC)CC2)c1", "e_above_lowest_ev": 0.937}

---

[2]
{"formula": "C19H29N3O5S", "method": "ωB97M-V/def2-TZVPD", "species": ["C", "C", "O", "C", "O", "C", "S", "C", "N", "C", "O", "C", "C", "N", "C", "C", "N", "C", "C", "C", "C", "C", "O", "O", "C", "C", "C", "C", "H", "H", "H", "H", "H", "H", "H", "H", "H", "H", "H", "H", "H", "H", "H", "H", "H", "H", "H", "H", "H", "H", "H", "H", "H", "H", "H", "H", "H"], "positions_angstrom": [[-1.10181, 6.47404, -3.41247], [-0.05637, 6.05626, -2.39553], [-0.23264, 4.66682, -2.11639], [0.60547, 4.14725, -1.20277], [1.45627, 4.80665, -0.64856], [0.41555, 2.73072, -0.92161], [1.51283, 2.12040, 0.29811], [0.81476, 0.56145, 0.14696], [1.26625, -0.47580, 0.90988], [2.29918, -0.29518, 1.78144], [2.84052, 0.78555, 1.90480], [2.69565, -1.52939, 2.55283], [1.51878, -2.08150, 3.36886], [0.51204, -2.68553, 2.51251], [-0.81460, -2.65985, 3.10636], [-1.83457, -3.21200, 2.11778], [-1.49840, -4.58258, 1.77769], [-2.48980, -5.17742, 0.91082], [-0.17824, -4.60203, 1.17107], [0.84365, -4.05688, 2.16020], [-0.20694, 0.50880, -0.80018], [-0.88146, -0.75099, -1.08054], [-0.56915, -1.80882, -0.55988], [-1.89100, -0.65712, -1.95486], [-2.58330, -1.86178, -2.27197], [-1.83040, -2.69300, -3.30137], [-0.43593, 1.77496, -1.41606], [-1.46585, 2.00638, -2.46636], [-2.09927, 6.29805, -3.01820], [-0.98394, 5.90198, -4.32912], [-0.98993, 7.53075, -3.63673], [0.95899, 6.21425, -2.77644], [-0.15805, 6.62001, -1.46134], [0.75664, -1.36866, 0.88487], [3.05058, -2.28544, 1.85135], [3.51409, -1.25977, 3.22049], [1.90307, -2.80173, 4.10979], [1.06136, -1.25465, 3.91831], [-1.07054, -1.62548, 3.34984], [-0.84985, -3.26104, 4.03061], [-2.82748, -3.19568, 2.57396], [-1.84203, -2.57029, 1.22211], [-2.21656, -6.21384, 0.71702], [-3.45791, -5.15962, 1.40993], [-2.58042, -4.65328, -0.05429], [0.07517, -5.63466, 0.91922], [-0.15196, -3.99182, 0.25509], [1.83526, -4.08223, 1.70382], [0.85485, -4.69974, 3.05760], [-2.73217, -2.44179, -1.35424], [-3.54974, -1.53513, -2.66156], [-2.41665, -3.56987, -3.56136], [-0.87572, -3.01526, -2.89274], [-1.65015, -2.10651, -4.19906], [-1.43614, 3.03459, -2.80655], [-2.45505, 1.78432, -2.07049], [-1.29411, 1.33905, -3.30855]], "smiles": "CCOC(=O)c1sc(NC(=O)CCN2CCN(C)CC2)c(C(=O)OCC)c1C", "e_above_lowest_ev": 0.339}

---

[3]
{"formula": "C19H29N5O4RuS2", "method": "ωB97M-V/def2-TZVPD", "species": ["Ru", "C", "C", "C", "C", "C", "C", "C", "S", "O", "O", "N", "C", "C", "O", "O", "H", "H", "H", "H", "H", "H", "H", "H", "H", "C", "C", "N", "C", "S", "N", "C", "C", "H", "H", "H", "H", "H", "H", "H", "H", "H", "H", "H", "H", "C", "C", "C", "C", "N", "N", "C", "H", "H", "H", "H", "H", "H", "H", "H"], "positions_angstrom": [[-0.49244, -0.81113, 0.38555], [4.58007, -4.09305, 3.02743], [3.16252, -3.87699, 2.58753], [2.10735, -3.99843, 3.49855], [0.79381, -3.84259, 3.10212], [0.53523, -3.55643, 1.76532], [1.55932, -3.43948, 0.82945], [2.86928, -3.59420, 1.25348], [-1.10514, -3.27746, 1.26929], [-2.04350, -4.19068, 1.80278], [-1.09514, -2.95443, -0.17743], [-1.35606, -1.69545, 1.80433], [-2.70507, -1.28530, 2.19022], [-3.21134, -0.34001, 1.12434], [-4.34017, -0.00116, 0.97544], [-2.20458, 0.15568, 0.35995], [4.68999, -3.95992, 4.10142], [5.26263, -3.41690, 2.51468], [4.88955, -5.11283, 2.78686], [2.32484, -4.22690, 4.53400], [-0.01612, -3.94989, 3.81294], [1.32425, -3.30052, -0.21732], [3.67634, -3.52766, 0.53417], [-2.65306, -0.73429, 3.13228], [-3.37705, -2.13294, 2.32266], [1.06006, 4.47044, -2.02950], [1.25490, 4.57721, -0.52377], [1.19315, 3.25715, 0.13914], [0.15095, 2.50185, 0.43484], [0.66512, 0.90616, 1.09796], [-1.12097, 2.79709, 0.36695], [-1.80413, 4.08815, 0.12974], [-1.84143, 4.94346, 1.38692], [1.04718, 5.46768, -2.46806], [0.12009, 3.97600, -2.27963], [1.87427, 3.91067, -2.48869], [0.53690, 5.24587, -0.05997], [2.24203, 4.97164, -0.29497], [2.08737, 2.81232, 0.28971], [-1.73747, 2.01228, 0.57698], [-2.81238, 3.82605, -0.18415], [-1.33844, 4.60738, -0.70121], [-2.36579, 4.43044, 2.19255], [-2.37032, 5.87287, 1.17866], [-0.83816, 5.19312, 1.73548], [-2.57354, 0.26473, -4.48450], [-1.49238, -0.16834, -3.55970], [-0.25537, -0.75113, -3.81048], [0.33202, -0.98469, -2.57634], [-0.49225, -0.53337, -1.60618], [-1.59306, -0.04410, -2.23376], [1.65458, -1.59900, -2.27618], [-2.18184, 0.95124, -5.23354], [-3.38635, 0.75191, -3.94903], [-2.97727, -0.59948, -5.01229], [0.16224, -0.98048, -4.77634], [-2.37205, 0.26480, -1.66951], [2.39222, -1.27111, -3.00588], [1.59317, -2.68661, -2.34137], [2.01145, -1.31922, -1.28391]], "total_charge": 2, "e_above_lowest_ev": 1.112}

---

[4]
{"formula": "C19H29N8SSr", "method": "ωB97M-V/def2-TZVPD", "species": ["Sr", "N", "C", "C", "N", "C", "C", "N", "C", "C", "N", "H", "H", "H", "H", "H", "H", "H", "H", "H", "H", "H", "H", "H", "H", "H", "H", "H", "H", "N", "C", "S", "N", "N", "C", "C", "C", "C", "C", "C", "C", "C", "C", "C", "C", "C", "N", "H", "H", "H", "H", "H", "H", "H", "H", "H", "H", "H"], "positions_angstrom": [[0.37320, -0.16399, -0.37467], [0.03244, -2.22306, -1.96723], [0.73855, -2.06196, -3.23689], [2.13635, -1.48557, -3.03238], [2.23533, -0.24481, -2.24052], [3.53116, -0.21156, -1.53692], [3.54529, -0.99024, -0.22808], [2.73413, -0.30855, 0.78700], [2.08833, 0.97279, -3.04889], [0.73448, 1.16300, -3.71298], [-0.37098, 1.12955, -2.74164], [0.42017, -2.98456, -1.41484], [-0.93379, -2.48903, -2.12595], [0.13005, -1.41795, -3.86760], [0.85916, -3.00586, -3.78260], [2.62000, -1.34747, -4.00986], [2.72604, -2.24424, -2.51216], [3.76783, 0.83181, -1.31229], [4.33189, -0.57317, -2.19539], [4.58742, -1.11596, 0.08472], [3.13498, -1.99351, -0.37107], [3.21254, 0.52888, 1.10341], [2.61847, -0.89614, 1.60769], [2.86776, 1.01825, -3.82450], [2.26406, 1.82206, -2.38167], [0.56992, 0.39266, -4.46322], [0.77199, 2.11171, -4.25967], [-1.23529, 0.89261, -3.21566], [-0.51860, 2.06121, -2.36299], [-2.87980, -2.83025, 1.77582], [-2.03131, -1.82291, 1.45979], [-0.35151, -2.28802, 1.42900], [-2.62685, -0.67943, 1.19255], [-1.81074, 0.30518, 0.74995], [-2.23805, 1.51617, 0.84851], [-3.54584, 1.91023, 1.42499], [-4.73743, 1.40319, 0.91544], [-5.94826, 1.80106, 1.45683], [-5.97805, 2.69311, 2.51915], [-4.79312, 3.19203, 3.03875], [-3.58035, 2.80616, 2.48974], [-1.35411, 2.59711, 0.33804], [-1.90324, 3.83258, -0.01649], [-1.07526, 4.83936, -0.47815], [0.28962, 4.60263, -0.56353], [0.75090, 3.34789, -0.20332], [-0.03475, 2.36145, 0.22200], [-2.50087, -3.67357, 2.16455], [-3.83735, -2.58534, 1.97138], [-4.70916, 0.68509, 0.10667], [-6.87186, 1.40724, 1.05454], [-6.92523, 2.99575, 2.94420], [-4.81189, 3.88035, 3.87283], [-2.65536, 3.19905, 2.89435], [-2.96739, 3.98880, 0.07679], [-1.48849, 5.79815, -0.75955], [0.97891, 5.36590, -0.89340], [1.81218, 3.12255, -0.25146]], "total_charge": 1, "e_above_lowest_ev": 0.155}

---

[5]
{"formula": "C19H29O3P", "method": "ωB97M-V/def2-TZVPD", "species": ["C", "C", "C", "P", "C", "C", "O", "C", "C", "C", "C", "C", "C", "H", "H", "H", "H", "H", "H", "H", "H", "H", "H", "H", "H", "H", "C", "C", "C", "O", "C", "H", "H", "H", "H", "H", "H", "H", "H", "C", "C", "C", "O", "C", "H", "H", "H", "H", "H", "H", "H", "H"], "positions_angstrom": [[5.39921, -2.97295, 1.31951], [5.54265, -2.12006, 0.48296], [5.69382, -0.94119, -0.40909], [5.82497, 0.64847, 0.54217], [7.32503, 0.37861, 1.60875], [4.33820, 0.64735, 1.68061], [3.24586, 1.04130, 0.88398], [2.04681, 0.39867, 1.06259], [0.92130, 1.08699, 0.57946], [-0.34584, 0.53061, 0.65510], [-0.55692, -0.74323, 1.20405], [0.55186, -1.42759, 1.69413], [1.82801, -0.85998, 1.61292], [5.06790, -3.57642, 2.13879], [4.84164, -0.92483, -1.09884], [6.60431, -1.09212, -1.00250], [7.04408, -0.25658, 2.46101], [7.60544, 1.36659, 1.98584], [8.11280, -0.07958, 1.00907], [4.27996, -0.35233, 2.12662], [4.56583, 1.35226, 2.49440], [1.04564, 2.06681, 0.11856], [-1.18954, 1.08515, 0.24712], [-1.55650, -1.16722, 1.22569], [0.42141, -2.41966, 2.12054], [2.66509, -1.44727, 1.98645], [-4.77139, -2.97211, -1.56194], [-4.99469, -4.15912, -0.63460], [-3.59450, -4.39290, -0.08809], [-2.94971, -3.11598, -0.05812], [-3.73230, -2.16985, -0.79411], [-5.67553, -2.40211, -1.77248], [-4.35449, -3.31458, -2.51231], [-5.67207, -3.87715, 0.17542], [-5.40688, -5.03570, -1.13295], [-3.01676, -5.05292, -0.74402], [-3.59872, -4.81950, 0.91592], [-4.20645, -1.48749, -0.07962], [-3.07851, -1.58898, -1.44594], [-2.35434, 5.13900, -1.31361], [-3.65487, 4.57379, -1.86854], [-3.26433, 3.13499, -2.16967], [-2.26120, 2.77590, -1.21409], [-1.80794, 3.95269, -0.53494], [-2.48841, 6.02546, -0.69512], [-1.67849, 5.39374, -2.13370], [-4.43072, 4.59952, -1.09927], [-4.02672, 5.10384, -2.74447], [-2.83182, 3.04155, -3.17148], [-4.10430, 2.44354, -2.08901], [-2.20277, 3.93205, 0.48656], [-0.71826, 3.94501, -0.48520]], "total_energy_ev": -35601.044, "smiles": "C#CCP(C)COc1ccccc1.C1CCOC1.C1CCOC1"}

---

[6]
{"formula": "C19H2Cl2F15GeHgS", "method": "ωB97M-V/def2-TZVPD", "species": ["Hg", "Cl", "C", "Cl", "H", "H", "F", "C", "C", "C", "F", "C", "F", "C", "F", "C", "F", "Ge", "S", "C", "C", "F", "C", "F", "C", "F", "C", "F", "C", "F", "C", "C", "F", "C", "F", "C", "F", "C", "F", "C", "F"], "positions_angstrom": [[-0.16715, -1.12529, -0.24378], [0.02286, -1.35773, 4.71191], [0.63617, 0.21103, 4.17853], [1.11306, 0.18389, 2.46970], [1.51106, 0.45577, 4.76565], [-0.14940, 0.94435, 4.29835], [6.82174, 1.46204, -1.16747], [6.43661, 0.67993, -2.18176], [5.37443, -0.19552, -2.03774], [5.09028, -1.01963, -3.11719], [4.09460, -1.91098, -3.00897], [5.79528, -0.96687, -4.30195], [5.50054, -1.77584, -5.31758], [6.82199, -0.04859, -4.42479], [7.49699, 0.04196, -5.56460], [7.15404, 0.76791, -3.36034], [8.16343, 1.62910, -3.47687], [4.17518, -0.35551, -0.47986], [2.18915, 0.31509, -1.09914], [4.79573, 0.82580, 0.96889], [5.16519, 0.42464, 2.24028], [5.18026, -0.87270, 2.57056], [5.52714, 1.33552, 3.21625], [5.87964, 0.92384, 4.43439], [5.51196, 2.68568, 2.92524], [5.85664, 3.56637, 3.85820], [5.13372, 3.12335, 1.66819], [5.10928, 4.42663, 1.39780], [4.77983, 2.18877, 0.71899], [4.40816, 2.62066, -0.49329], [4.45194, -2.21884, 0.09702], [3.45908, -3.14460, 0.34753], [2.17008, -2.80306, 0.23583], [3.74287, -4.44419, 0.72819], [2.75841, -5.31131, 0.95941], [5.05938, -4.83881, 0.86185], [5.34604, -6.08508, 1.21720], [6.08019, -3.93439, 0.62823], [7.34827, -4.31623, 0.76574], [5.76141, -2.64716, 0.25220], [6.76161, -1.77680, 0.05367]], "total_energy_ev": -157065.725, "s_squared": 0.77, "multiplicity": 2}

---

no.,maximum force (hartree/bohr)
1,0.0093
2,0.0150
3,0.0077
4,0.0121
5,0.0341
6,0.0132